(1)
Computed, not measured: C36H62BrN5O9P3S2Sr as an isolated structure, with ωB97M-V with the def2-TZVPD basis set.

Properties
2S+1: 1
Total energy in eV: -184636.385
F_max in Eh/bohr: 0.1162
Net charge: -1
Lowest unoccupied orbital energy in eV: 2.17
Frontier orbital gap in Eh: 0.206

Last column: Löwdin charge in e.
CARTESIAN COORDINATES (ANGSTROEM)
H -4.00818 -3.87820 -0.50382  0.136
C 1.77248 1.40117 -0.78233  -0.584
H -5.67623 3.28599 4.29561  0.082
C 0.29595 -0.43921 -3.52569  -0.695
H 3.97985 1.15717 -3.39708  0.086
O -1.35449 0.82845 -2.50729  -0.227
C -0.72378 1.41361 -4.61981  -0.062
C -3.84226 3.25201 3.20195  -0.406
H 0.40487 4.57802 3.41491  0.108
P -3.63644 -1.30261 0.29866  0.483
C 6.70865 -0.75495 -3.92634  -0.165
C -0.50680 3.12725 2.12446  -0.140
O -2.33997 1.85094 -0.31082  -0.377
C 6.35962 1.03026 2.29970  -0.181
H -5.85233 -3.82383 1.19890  0.050
H -7.96637 -0.75201 1.72381  0.087
O 3.18697 0.28308 -1.37188  -0.422
O -5.17911 -1.45634 0.00192  -0.168
C 5.51532 -3.53512 0.34157  -0.177
H 4.36179 -2.02523 1.34958  0.049
C 6.40751 1.16429 0.77778  -0.207
C -6.31006 2.78761 -0.58289  -0.052
N 5.59585 0.50299 -2.21506  -0.177
H -3.39630 -5.98927 0.65106  0.085
C 4.98023 1.59271 2.64128  -0.167
H -6.88824 0.30365 0.80114  0.055
O -2.91466 -1.16682 -0.97850  -0.324
O 1.40036 2.87623 5.21542  0.043
H 4.78758 -2.58977 -2.43548  0.100
H 3.46114 -3.98179 -0.11989  0.065
H -1.80295 -4.95006 -1.02594  0.089
C 5.23853 -2.08178 0.69763  -0.216
H 6.76162 2.16450 0.50202  0.112
N 4.95374 -1.50815 -0.62319  -0.180
C 0.89479 0.15164 -5.81634  -0.118
H -7.86405 -0.90733 -0.04269  0.092
H 6.71780 -1.84464 -3.89352  0.093
H 7.08078 -0.91173 -1.75494  0.095
H -0.89487 3.82825 1.39505  0.123
Sr -1.00619 -0.12734 0.27388  1.078
C 0.00043 1.22131 -5.77073  -0.107
H -3.64154 -0.43056 2.64594  0.049
H 7.53367 -0.44044 -4.56775  0.095
Br 1.52542 -2.05489 1.11277  -0.218
H -5.35937 1.86237 -2.80087  0.080
C -3.00627 2.69094 4.35087  -0.024
H 7.17747 1.56835 2.78149  0.103
N -0.79734 1.82946 1.96916  -0.170
C -3.18795 -3.89742 0.22087  -0.433
H -3.63691 2.53117 5.22637  0.080
H 3.26873 1.76234 1.27883  0.085
C -6.63420 -3.12409 0.90901  -0.031
N 5.01329 0.99355 0.35056  -0.170
H 4.61519 1.26964 3.61565  0.109
O -4.57961 1.41533 0.44567  -0.276
C 0.58469 1.20139 3.75401  -0.046
H 5.01301 2.68560 2.63471  0.109
H -5.51098 1.86592 3.25392  0.083
H -2.55503 1.73521 4.08626  0.074
C 5.35940 -0.21723 -4.43966  -0.167
H -5.17710 0.38389 -1.85078  0.073
H -6.45319 3.25046 0.39381  0.058
H -1.03156 -3.95487 0.22487  0.067
H -7.08655 2.03865 -0.72767  0.068
S 0.52575 -1.31418 -2.09591  0.554
P -3.00998 1.65092 1.00782  0.518
C -1.85296 -3.99646 -0.49533  -0.047
N -0.61220 0.60228 -3.54126  -0.259
H -1.86746 -0.39701 2.25403  0.025
H -5.70077 -1.53313 2.01131  0.134
C 1.02941 -0.64698 -4.70410  -0.117
H -2.53527 -5.06857 1.89145  0.092
H -2.19442 3.36149 4.62050  0.072
H 6.08805 -1.57858 1.15852  0.092
C 0.21706 3.52622 3.22354  -0.032
H 1.72487 -1.47558 -4.70347  0.091
C -7.29440 -0.69643 0.86486  -0.035
H 7.67550 0.58466 -2.49336  0.105
H -3.72960 4.33937 3.18540  0.143
H 3.22897 -2.24947 -1.62705  0.053
H 4.59656 -4.68521 -1.29620  0.102
C 5.04001 0.94129 -3.49561  -0.188
H 3.63728 0.11767 1.74067  0.074
C 6.86536 -0.15345 -2.50651  -0.209
P 4.60091 0.06955 -0.94953  0.584
H 4.57758 -0.97235 -4.34721  0.098
O -3.25717 -2.67853 1.02501  -0.209
C -4.91017 2.20516 -0.73092  -0.444
H -4.20503 3.03821 -0.75973  0.127
H -3.74275 1.28624 -2.31903  0.059
C 0.73453 2.53780 4.06870  -0.334
H 1.05765 0.44846 4.37253  0.104
H 6.49542 -3.62180 -0.13803  0.104
C -5.32134 2.93815 3.32433  -0.042
H -1.43691 2.21019 -4.46791  0.125
C -6.16759 -1.68626 1.03291  -0.435
C 4.08916 1.08435 1.51023  -0.184
H -5.89137 3.42433 2.53534  0.066
C -3.37456 -5.04368 1.19492  -0.051
H -1.70467 -3.19520 -1.21593  0.041
H -4.29749 -4.95526 1.76991  0.059
H -0.13225 1.90195 -6.60004  0.086
H 5.40280 0.09861 -5.48259  0.102
C -0.24108 0.83034 2.68271  -0.224
C 4.27520 -2.52257 -1.46970  -0.183
H 7.07368 0.44009 0.30241  0.097
H 6.41734 -0.01794 2.59757  0.095
H -7.50199 -3.29082 1.54978  0.086
H -6.92043 -3.32706 -0.12407  0.096
O -3.34114 2.87480 1.91915  -0.186
H 5.48880 -4.18963 1.21362  0.106
H 5.55548 1.85472 -3.81758  0.116
H 1.48106 3.83438 5.25818  0.094
S 1.57127 2.48584 -1.89730  0.645
C -2.98631 -0.20395 1.80800  -0.277
H -6.45482 3.55638 -1.34514  0.080
C -4.77873 1.38549 -2.00503  -0.032
C 4.39570 -3.82304 -0.66024  -0.178
H 1.48165 -0.04555 -6.70480  0.090

(2)
Computed, not measured: a 14-piece molecular cluster, C36H62IN18O2P2 overall, with ωB97M-V with the def2-TZVPD basis set.

Properties
2S+1: 1
Total energy in eV: -95921.822
F_max in Eh/bohr: 0.0529
Net charge: +1
Lowest unoccupied orbital energy in eV: -4.26
Frontier orbital gap in Eh: 0.243

Last column: Löwdin charge in e.
CARTESIAN COORDINATES (ANGSTROEM)
C 3.55395 1.81557 -1.47620  -0.256
H 1.68392 -4.68638 0.29384  0.019
N 2.21593 6.87455 2.41588  0.128
C 3.92236 3.83591 0.20575  0.136
H 1.09774 1.97544 -2.93660  0.169
C -5.72864 -3.48810 3.09728  -0.241
H 4.52729 -3.53342 -3.54209  0.059
O 3.36456 -2.55057 -0.61286  -0.281
N -2.71468 9.83711 2.19054  0.134
H 6.40129 1.06080 4.04362  0.056
H -1.05176 0.09022 -2.95918  0.112
H -4.93787 -1.17316 -0.85373  0.062
H -4.43513 0.67208 3.42478  0.090
C -1.16928 -3.67170 6.27347  -0.290
H 0.00067 -3.22874 -1.28843  0.015
H -7.47580 -3.94477 4.17053  0.090
C -3.17309 8.76785 4.51577  -0.071
H -2.39665 -2.62338 -3.26712  0.077
H -6.13893 2.94432 -4.03393  0.089
H -4.16355 -0.99842 2.91977  0.045
C -5.61848 -0.85828 -2.80758  -0.256
N -5.46337 -0.34345 -3.82285  0.155
C 1.60874 -5.53816 2.21676  -0.266
H -1.07423 -1.44734 -5.58567  0.119
H -6.57225 2.95584 -2.32442  0.089
C 1.89637 0.27005 -2.29259  -0.592
H 7.41158 -3.31475 1.18248  0.086
H -0.14137 5.36050 0.96704  0.061
P 3.33046 -1.45089 -3.65012  0.897
H -2.34412 -4.25846 -4.77344  0.047
N -3.08849 -3.94240 -5.37897  -0.003
C -5.75866 -1.47272 -1.49885  -0.072
N -3.92722 4.68789 -2.61486  0.126
H -2.89972 8.72780 -0.69070  0.079
C -0.18973 -4.73580 6.42918  -0.077
C 7.23283 1.38022 4.67159  -0.067
O 4.63662 -0.88423 -2.80657  -0.300
H 0.60966 1.28828 -5.08331  0.134
H -2.32475 8.91398 5.18234  0.083
H 4.52411 1.31668 -1.50321  0.101
C -2.55866 6.92545 0.31369  -0.281
H 3.40782 2.26936 -2.46041  0.125
N 1.53906 -5.39414 3.35267  0.145
H -0.61157 5.43942 2.65116  0.061
H 0.20317 -5.04093 5.46000  0.033
H 7.13934 0.18671 0.51242  0.059
H 2.48564 -6.24160 0.43152  0.089
H 3.58310 -2.19496 0.25874  0.046
H 4.05178 4.59546 0.94424  0.045
P 1.88229 -2.01257 -1.00230  0.798
C -1.78167 -3.66414 1.41212  -0.075
C 1.32839 6.16927 2.23675  -0.282
H 7.54053 0.53309 5.28234  0.084
H 5.23481 -0.53295 -3.48026  0.058
H -4.42478 -2.41393 -4.90787  0.079
C -5.74109 2.87106 -3.02337  -0.073
C -2.53545 -1.87859 -4.05590  -0.208
N 0.97838 -3.38607 -1.52238  -0.135
C -2.46720 7.74631 -0.87999  -0.066
N 7.68331 2.12390 -1.89807  0.126
H 8.15290 -2.85882 2.71697  0.090
C 6.27089 -1.99573 2.35736  -0.270
C 0.56830 0.48708 -4.35005  -0.129
H 0.55284 4.22425 2.12180  0.048
H 6.80722 -3.99985 2.69361  0.089
H -3.48962 0.33102 1.97618  0.080
C 7.54755 1.76404 -0.81641  -0.282
C -4.35196 0.01358 2.56173  -0.059
N -4.58482 -3.44883 3.01171  0.157
H -7.60365 -2.54067 3.10676  0.083
N -2.92187 -3.91448 -0.91693  0.142
H 1.12149 -0.34505 -4.76586  0.071
H -3.91052 -4.48870 -5.17109  0.057
H -3.34842 7.69804 4.41240  0.077
C 8.34123 1.85498 3.85715  -0.278
C -3.37279 -2.50057 -5.16091  -0.274
H -0.35336 -2.06347 -4.11435  0.084
H -7.59878 -4.16813 2.42422  0.089
C 7.31403 1.26150 0.52768  -0.080
H -1.45405 -4.62700 1.80162  0.081
C 7.20919 -3.10025 2.23060  -0.055
N 5.52987 -1.12519 2.46728  0.140
H -6.68640 -1.17996 -1.01799  0.057
H -3.05436 -1.04731 -3.58365  0.071
N -1.93694 -2.83128 6.12611  0.114
H 6.43770 1.73043 0.97525  0.073
H 0.64921 -4.40476 7.03896  0.084
C -1.13002 -1.39816 -4.49514  -0.200
N 2.49415 0.80799 -1.14802  -0.483
H -1.42678 7.88584 -1.17121  0.085
H 0.99795 -3.37886 -2.54283  0.020
H -0.63176 -5.60920 6.90598  0.084
C 1.62849 -5.65951 0.76767  -0.073
C -4.73925 3.89467 -2.78152  -0.275
H 8.16055 1.44694 1.18627  0.043
H -5.30466 1.88312 -2.91368  0.033
H 3.09782 -3.69041 -2.55375  0.004
H -3.00150 7.27976 -1.70580  0.060
C -0.88058 0.03555 -4.03691  -0.163
H 6.88071 2.16783 5.33572  0.086
H -1.58194 0.72511 -4.50258  0.123
H -0.90704 -3.01512 1.34391  0.071
C -2.91442 9.36666 3.21692  -0.285
C -2.41966 -3.80985 0.11123  -0.276
C 0.22579 5.25627 1.98376  -0.096
N -6.50722 0.09143 1.10831  0.144
H -5.73816 -2.55984 -1.58238  0.083
N 9.21352 2.22957 3.21165  0.140
C -7.17768 -3.53813 3.20575  -0.051
N 1.22345 0.98878 -3.13110  0.140
I 1.10631 1.37132 0.27559  0.975
C -5.56232 0.05238 1.75889  -0.267
H -4.05103 9.21578 4.97802  0.083
N 2.00329 -1.09652 -2.52186  -0.320
H 0.73100 -6.15692 0.40163  0.088
H 2.91922 -3.70678 -4.30882  0.047
C 3.68458 2.91172 -0.51979  -0.215
H -2.46467 -3.23209 2.14203  0.030
C 3.47609 -3.26424 -3.48464  -0.248
H -3.20641 -1.99413 -6.11342  0.103
N -2.64787 6.32761 1.29026  0.135

(3)
Computed, not measured: a 9-piece molecular cluster, C36H63N9 overall, with ωB97M-V with the def2-TZVPD basis set.

Properties
2S+1: 1
Total energy in eV: -51751.582
F_max in Eh/bohr: 0.0979
Net charge: 0
Lowest unoccupied orbital energy in eV: 0.04
Frontier orbital gap in Eh: 0.343

Last column: Löwdin charge in e.
CARTESIAN COORDINATES (ANGSTROEM)
H 4.25095 21.51589 19.48256  0.109
H 11.08431 21.84843 21.37709  0.054
H 9.73909 23.77858 18.29074  0.122
H 5.77041 17.47113 20.17840  0.075
H 6.29282 21.48321 21.53833  0.034
N 7.16877 18.20682 18.83329  0.220
H 8.85542 15.27807 21.07930  0.046
C 4.66995 20.50965 19.48098  -0.233
N 11.26884 20.73947 19.47766  0.195
H 11.34010 15.47871 21.79947  0.085
C 7.06155 20.65255 23.91901  -0.154
C 8.40937 18.64434 21.21309  -0.263
C 6.01903 18.65216 21.89252  -0.233
H 10.91113 22.50674 18.69629  0.091
H 5.06408 22.61031 21.11750  0.066
H 8.97602 19.66215 17.56328  0.072
H 9.85044 17.25877 21.98558  0.066
H 10.51049 16.21147 17.97097  0.084
H 5.98228 15.77663 21.97830  0.066
H 10.96518 15.54672 20.11741  0.084
H 11.97130 19.46418 24.01168  -0.082
C 9.52828 14.42469 21.16359  -0.263
C 12.92501 19.25682 27.41931  -0.195
H 13.62092 19.64137 24.65237  0.077
C 10.72776 20.28340 18.56131  -0.193
C 10.34756 17.26106 18.21574  -0.115
H 5.54783 21.35430 25.24403  0.113
C 11.83405 15.88282 24.23091  -0.157
H 9.77624 15.37387 24.71730  0.110
N 8.10612 21.16300 18.46299  0.112
C 12.33481 16.18736 25.58858  -0.186
C 5.03786 16.31013 21.87091  -0.051
H 12.82464 18.10732 24.57783  0.028
C 5.16742 22.23781 23.25558  -0.212
N 15.10417 20.66984 27.02509  0.122
H 10.00892 17.83693 16.14084  0.116
C 8.99716 17.22310 21.30826  -0.076
H 13.28317 18.23278 27.52505  0.061
H 10.03822 19.47000 20.05918  0.061
C 9.30978 13.64231 22.44445  -0.083
H 7.95046 18.89844 22.16857  -0.013
H 12.38592 16.55651 23.57541  0.109
C 10.12408 22.35159 21.49055  -0.138
C 10.48581 19.79623 21.98905  -0.151
H 5.96534 20.90407 17.83659  0.141
H 9.68034 17.64180 25.46892  0.080
H 9.34206 21.59240 21.50414  0.017
H 3.69083 19.51808 17.73569  0.081
C 6.03069 20.54217 18.86268  -0.227
C 11.98261 19.39569 26.19670  -0.216
H 8.38968 13.07636 22.59012  0.082
H 10.63386 18.32579 24.09380  0.025
C 9.96397 23.44991 20.43311  -0.201
H 10.75012 24.17578 20.64091  0.114
H 9.33500 17.28531 18.61849  0.028
H 6.23580 19.59903 21.39801  0.081
H 4.03452 18.43441 19.21488  0.043
H 10.02127 15.92473 23.07334  0.018
H 10.17828 20.29327 16.50330  0.130
H 6.73814 21.16346 19.41186  0.071
C 5.83071 22.41406 21.86707  -0.083
C 5.34913 18.99348 23.15580  -0.217
H 12.15701 14.87924 23.95414  0.116
N 11.26714 19.85749 22.83338  0.212
H 4.33693 21.53766 23.16527  0.088
H 2.77151 19.68017 19.18880  0.078
H 10.14296 12.98559 22.69471  0.081
C 14.14306 20.02869 27.20308  -0.252
H 10.17554 22.83762 22.46482  0.094
H 9.37058 14.30861 23.30495  0.028
H 4.77960 23.21722 23.53570  0.110
N 12.71541 12.87052 20.70138  0.129
C 9.86856 17.61077 24.39574  -0.069
H 9.25321 16.82072 20.32814  0.041
C 8.89923 21.97478 18.66448  -0.111
H 6.58598 23.19549 21.95106  0.082
C 10.05095 19.66187 17.38263  -0.146
N 7.82241 19.85780 23.57893  0.207
H 11.55417 18.29621 16.81860  0.107
C 10.95001 14.87786 20.97793  -0.195
C 10.48857 18.22868 17.03780  -0.209
C 6.09294 21.66706 24.35344  -0.178
N 4.82196 19.29164 24.12915  0.189
C 9.96307 22.96400 18.97950  -0.150
H 4.55888 16.46395 22.83787  0.073
H 4.31471 18.14518 20.76801  0.080
C 10.29456 16.11666 24.11091  -0.215
H 4.38308 15.63513 21.31977  0.073
H 6.97731 18.28217 22.25706  0.056
H 9.28630 13.80430 20.30065  0.122
C 9.47091 19.74815 20.94738  -0.176
H 4.72450 20.17931 20.51828  0.072
H 12.49767 19.60562 28.35943  0.113
H 7.62818 18.69885 20.45489  0.022
H 10.91380 17.52290 19.10955  0.072
H 8.33581 16.48054 21.75470  0.077
H 11.42136 20.33008 26.19139  0.107
C 5.22421 17.64783 21.10498  -0.224
C 6.67590 19.25030 18.88429  -0.221
H 9.05397 24.00474 20.66151  0.100
C 12.65488 19.15993 24.80430  -0.136
H 9.00224 20.70788 20.72975  0.064
H 11.23117 18.60614 26.18978  0.051
H 6.67367 22.44306 24.85210  0.119
N 12.71579 16.47574 26.65188  0.179
C 11.93625 13.76825 20.81368  -0.181
C 3.76093 19.41212 18.81826  -0.070
H 8.92623 17.82625 23.89207  0.045